(1)
The following is a quantum chemistry calculation of the ion C9H12N with charge +1 in a non-equilibrium geometry, from the Open Molecules 2025 dataset.

Each line ends with the Mulliken charge.
Element x y z (Å)
C 0.5277 -1.6837 -0.0084  0.296
C 0.3048 -0.6507 1.0921  -0.692
C -0.5543 0.2414 0.3145  0.475
C 0.4084 -0.2435 -0.5876  -0.566
C 3.2990 -2.3641 -0.1420  -0.376
C 1.8295 -2.4561 -0.0402  -0.048
C -0.7239 2.4525 -0.3524  -1.742
C -2.8540 0.9998 -0.1965  -1.364
C -1.4397 1.3552 0.4513  0.512
N 2.3342 -3.5528 0.1086  -0.462
H -0.3627 -2.2816 -0.1739  0.494
H 0.8661 -0.5413 1.9687  0.415
H 1.0391 0.3635 -1.1837  0.444
H 3.7297 -2.1908 -1.1603  0.223
H 4.0957 -2.2973 0.7136  0.229
H -0.6164 2.3041 -1.3657  0.491
H -1.3639 3.3379 -0.2769  0.433
H 0.1565 2.6711 0.1849  0.470
H -3.2127 1.9231 -0.1121  0.440
H -2.5836 0.7709 -1.1603  0.410
H -3.1905 0.2541 0.4410  0.424
H -1.6891 1.5882 1.4852  0.497

## Properties
Total energy: -404.41138 hartree
LUMO level: -4.7 eV
ΔE to the lowest compared entry with this formula, charge and spin: 508.2 kJ/mol
Total charge: +1
HOMO energy: -13.5 eV
Strongest force on any atom: 0.093 hartree/bohr



(2)
The following is a quantum chemistry calculation of a structure of composition CH4N2O in a non-equilibrium geometry, from the Open Molecules 2025 dataset.

Each line ends with the natural charge from an NBO analysis.
Element x y z (Å)
C 0.3795 0.2317 0.1566  0.385
N -0.8256 0.8138 -0.3518  -0.496
N -0.5433 -0.6160 -0.6241  -0.503
O 0.6391 -0.1993 1.3875  -0.710
H 1.4662 0.8426 -0.4927  0.116
H -1.6978 0.7247 0.1687  0.362
H -0.3182 -0.6245 -1.6857  0.342
H 0.9001 -1.1730 1.4414  0.504

## Properties
Total energy: -225.12784 hartree
LUMO level: 0.9 eV
ΔE to the lowest compared entry with this formula, charge and spin: 431.0 kJ/mol
HOMO energy: -9.8 eV
Strongest force on any atom: 0.093 hartree/bohr



(3)
The following is a quantum chemistry calculation of a cluster of 2 separate species, C15H26O6S in total in a non-equilibrium geometry, from the Open Molecules 2025 dataset.

Each line ends with the natural charge from an NBO analysis.
Element x y z (Å)
C 3.7193 -2.7326 0.0022  -0.649
C 3.2974 -1.2819 0.0123  0.069
C 3.3475 -0.5674 1.3488  -0.659
C 2.9036 -0.6937 -1.1433  -0.234
C 1.5961 0.0594 -1.2745  -0.449
C 1.6289 1.5888 -1.4677  -0.396
C 1.7674 2.4174 -0.1853  -0.209
C 1.7407 3.9134 -0.5115  -0.602
C 0.7195 2.0851 0.8912  -0.402
C -0.7530 2.0927 0.4440  -0.412
C -1.3463 0.7284 0.1215  0.094
C -2.8665 0.6960 0.0405  -0.424
C -3.2652 -0.5135 -0.7940  -0.423
C -2.5739 -1.8120 -0.3193  -0.748
S -1.4721 -1.7029 1.0695  2.363
O -2.1457 -1.9108 2.3108  -0.918
O -0.3313 -2.5599 0.8375  -0.983
O -0.9285 -0.1731 1.1529  -0.741
H 4.1265 -3.0659 0.9568  0.197
H 4.4478 -2.9176 -0.7986  0.204
H 2.8417 -3.3287 -0.2440  0.241
H 3.6246 0.4707 1.1919  0.207
H 4.1346 -1.0492 1.9304  0.206
H 2.4225 -0.6165 1.9336  0.239
H 3.5320 -0.8024 -2.0285  0.179
H 0.9726 -0.2429 -0.4369  0.239
H 1.1388 -0.3630 -2.1742  0.221
H 0.7477 1.9446 -2.0109  0.195
H 2.5122 1.8121 -2.0777  0.190
H 2.7474 2.2105 0.2574  0.188
H 0.7265 4.2620 -0.7184  0.200
H 2.1018 4.4857 0.3467  0.197
H 2.3772 4.1364 -1.3705  0.196
H 0.8249 2.8449 1.6728  0.193
H 0.9768 1.1375 1.3595  0.232
H -1.3453 2.5316 1.2519  0.208
H -0.9047 2.7405 -0.4239  0.196
H -0.9698 0.4031 -0.8557  0.163
H -3.2665 0.6042 1.0540  0.237
H -3.2707 1.6203 -0.3830  0.192
H -2.9504 -0.3110 -1.8244  0.160
H -4.3420 -0.6984 -0.7117  0.332
H -2.0063 -2.2479 -1.1412  0.225
H -3.3705 -2.5397 -0.0243  0.403
C -5.7325 -3.1767 0.6948  0.939
O -5.2225 -4.1870 0.0609  -0.949
O -5.2875 -1.9774 0.3776  -0.996
O -6.6249 -3.3133 1.5998  -0.913

## Properties
Total energy: -1436.66700 hartree
LUMO level: 4.0 eV
Total charge: -2
HOMO energy: 1.7 eV
Strongest force on any atom: 0.028 hartree/bohr



(4)
The following is a quantum chemistry calculation of a cluster of 5 separate species, C29H59N3O14S5 in total in a non-equilibrium geometry, from the Open Molecules 2025 dataset.

Each line ends with the Mulliken charge.
Element x y z (Å)
C 1.5656 -0.1883 2.5281  -0.781
C 0.5825 1.1474 2.6964  0.250
C 1.4421 2.5113 3.1034  -0.518
C 1.1547 3.7754 2.0649  -0.502
N 1.6562 3.5122 0.6537  -0.183
C 0.4475 3.4807 -0.2740  -0.290
C 0.0409 2.0440 -1.0195  0.247
O 0.9093 0.8923 -0.7277  -0.581
C -1.2496 1.9000 -2.0220  0.082
O -1.6777 0.6870 -2.7357  -0.372
C -1.7809 -0.4810 -1.8472  0.035
C -3.2528 -1.2021 -1.8119  -0.285
C -3.8683 -0.9028 -0.2858  -0.891
C -2.1265 3.3007 -2.2797  0.246
C -3.4275 3.4127 -3.2711  -0.784
C -4.7177 3.8596 -2.3541  -0.460
C -5.8067 2.6243 -2.2403  0.011
C -6.4040 2.6283 -0.7122  -0.895
C -1.6561 4.7139 -1.5291  0.498
N -2.2419 6.1087 -1.6200  -0.516
S -1.2980 7.2575 -0.6411  0.151
N -0.0440 6.2494 0.0983  -0.567
C -0.3689 4.8842 -0.5077  0.474
H 1.2891 -0.7813 1.5442  0.164
H 1.4484 -0.8168 3.5111  0.155
H 2.6796 0.1990 2.3904  0.243
H -0.2331 0.8776 3.5239  0.382
H 0.0067 1.4024 1.7086  -0.258
H 1.0158 2.8623 4.1597  0.123
H 2.5832 2.2997 3.2707  0.335
H 1.7383 4.7007 2.5311  0.264
H 0.0167 4.0434 2.1346  0.227
H 2.3209 4.2808 0.4025  0.369
H 1.8533 1.2200 -0.8486  0.361
H -1.0234 -1.2938 -2.2787  0.010
H -1.4537 -0.2950 -0.7392  0.066
H -3.9883 -0.8781 -2.6629  0.271
H -3.0505 -2.3783 -1.8215  0.190
H -3.2807 -1.6316 0.4302  0.305
H -3.5062 0.2074 -0.0380  0.110
H -5.0331 -1.0287 -0.2445  0.326
H -3.6061 2.4720 -3.9440  0.324
H -3.2071 4.3281 -4.0047  0.236
H -4.3849 4.1556 -1.2511  0.187
H -5.2514 4.8305 -2.7948  0.242
H -5.2645 1.6290 -2.5376  -0.027
H -6.6766 2.8361 -2.9947  0.298
H -6.1989 3.6287 -0.1218  0.288
H -7.5784 2.4383 -0.6919  0.289
H -5.8867 1.7428 -0.1387  0.147
C 4.1988 -2.0913 6.9766  -0.819
C 3.2850 -1.4874 8.0257  -0.361
O 3.4565 -0.0801 8.1147  -0.319
S 2.7759 0.8641 6.9748  1.342
C 2.9813 2.4131 7.8181  -1.008
O 1.3625 0.5649 6.8963  -0.664
O 3.6276 0.8659 5.8040  -0.583
H 3.9097 -1.7698 5.9710  0.251
H 4.1543 -3.1841 7.0069  0.297
H 5.2338 -1.7722 7.1326  0.279
H 2.2371 -1.7406 7.8324  0.295
H 3.5422 -1.9037 9.0053  0.290
H 2.3831 2.4014 8.7303  0.329
H 2.6365 3.2078 7.1533  0.351
H 4.0392 2.5531 8.0474  0.323
C 4.1119 -8.0781 5.8562  -0.958
C 2.9355 -8.2736 4.9190  -0.333
O 1.9192 -7.3094 5.1543  -0.286
S 2.1275 -5.7985 4.5816  1.155
C 0.4588 -5.2397 4.8179  -0.896
O 2.3956 -5.8647 3.1613  -0.648
O 2.9855 -5.0705 5.4928  -0.517
H 4.6389 -7.1442 5.6364  0.274
H 4.8271 -8.9002 5.7567  0.385
H 3.7754 -8.0221 6.8959  0.256
H 3.2551 -8.2550 3.8716  0.316
H 2.4918 -9.2576 5.1036  0.269
H -0.2031 -5.8191 4.1727  0.331
H 0.4153 -4.1825 4.5478  0.323
H 0.1889 -5.3666 5.8678  0.319
C -1.6416 -6.2827 -5.8321  -0.981
C -0.6310 -5.9781 -4.7429  -0.295
O 0.0552 -4.7607 -4.9980  -0.273
S -0.7064 -3.3543 -4.6880  1.238
C 0.7176 -2.3002 -4.8054  -0.935
O -1.1659 -3.3586 -3.3160  -0.629
O -1.5905 -3.0512 -5.7939  -0.643
H -2.4634 -5.5596 -5.8196  0.287
H -2.0688 -7.2808 -5.6959  0.393
H -1.1764 -6.2259 -6.8209  0.257
H -1.1051 -5.9586 -3.7558  0.285
H 0.1228 -6.7722 -4.7233  0.281
H 1.4145 -2.5567 -4.0062  0.305
H 0.3829 -1.2668 -4.6942  0.333
H 1.1796 -2.4380 -5.7846  0.376
C 0.0507 5.3548 -4.3762  -0.661
C 1.2257 4.6025 -4.9711  -0.457
O 0.8476 3.8926 -6.1420  -0.231
S 0.6690 4.7196 -7.5343  1.177
C 0.6097 3.3160 -8.6201  -0.923
O 1.8828 5.4601 -7.8025  -0.635
O -0.6334 5.3521 -7.5350  -0.602
H -0.2689 6.1691 -5.0342  0.392
H 0.3190 5.7891 -3.4084  0.299
H -0.8088 4.6908 -4.2431  0.055
H 2.0645 5.2757 -5.1776  0.394
H 1.5780 3.8605 -4.2469  0.212
H 1.5713 2.8019 -8.5865  0.307
H 0.4135 3.6793 -9.6311  0.372
H -0.1973 2.6549 -8.2994  0.307

## Properties
Total energy: -4348.33763 hartree
SMILES: CCCCNc1c(O)c(OCCC)c(CCCC)c2nsnc12.CCOS(C)(=O)=O.CCOS(C)(=O)=O.CCOS(C)(=O)=O.CCOS(C)(=O)=O
LUMO level: -1.4 eV
HOMO energy: -7.9 eV
Strongest force on any atom: 0.136 hartree/bohr



Question: The highest strongest force on any atom belongs to which entry?
Answer: C29H59N3O14S5